Entry 1:
{"formula": "C24H38As3N4O4RbS", "method": "ωB97M-V with the def2-TZVPD basis set", "elements": ["Rb", "As", "As", "As", "S", "O", "O", "O", "O", "N", "N", "N", "N", "C", "C", "C", "C", "C", "C", "C", "C", "C", "C", "C", "C", "C", "C", "C", "C", "C", "C", "C", "C", "C", "C", "C", "C", "H", "H", "H", "H", "H", "H", "H", "H", "H", "H", "H", "H", "H", "H", "H", "H", "H", "H", "H", "H", "H", "H", "H", "H", "H", "H", "H", "H", "H", "H", "H", "H", "H", "H", "H", "H", "H", "H"], "xyz": [[-0.777769, 0.327964, -0.804558], [-0.846110, -0.216520, 2.500060], [2.411109, -0.143998, -0.821497], [3.939593, -2.495521, 3.888481], [-4.640324, 4.150495, -0.608302], [-1.436396, -1.993375, -1.075194], [-3.660999, -3.964218, -4.445423], [-3.524691, -2.921936, -6.401820], [-2.714086, -3.494306, -2.131167], [-4.338369, 1.824007, 0.708046], [-2.001137, -0.937408, -5.431716], [-2.617535, 2.512878, -0.720908], [-1.163144, -0.467084, -3.456952], [-1.873640, -1.657169, -3.369957], [-0.996264, -0.100393, 4.444601], [-2.404182, -1.952709, -4.602955], [-0.669715, 1.170018, -5.272717], [-3.787194, 2.692102, -0.188159], [1.912438, -2.044641, -0.937635], [2.241593, 0.447904, 1.074197], [-1.136473, 3.751692, -2.282318], [0.837643, -1.249282, 2.330202], [2.326395, -2.813632, 4.955749], [-2.015357, -2.454044, -2.084674], [4.738608, -1.132388, 5.053367], [-2.313383, 3.597445, -1.549365], [2.200861, 0.477147, 3.542941], [-1.975996, 5.853571, -3.144236], [-0.982981, 4.874616, -3.074832], [4.345772, -0.384891, -0.927517], [-3.246392, -3.011845, -5.223752], [-2.022424, -1.767034, 2.257092], [-1.264792, -0.073229, -4.707296], [-3.144573, 5.720432, -2.416964], [3.345257, -1.410490, 2.347075], [-3.296130, 4.589738, -1.625586], [2.146112, -0.453775, 2.329312], [3.240137, -2.131470, 1.535868], [0.746401, -1.838447, 1.414323], [1.467524, 1.284402, 3.448494], [-3.041076, -1.485570, 2.521782], [3.186439, 0.942987, 3.624734], [4.257881, -0.846828, 2.117988], [1.793761, -1.903104, 5.237675], [4.013501, -0.448032, 5.490644], [-0.351982, 3.004734, -2.250801], [1.412080, 1.164797, 1.098965], [0.017840, 1.597478, -4.545799], [-3.917987, 6.477362, -2.467090], [-0.073385, 5.000117, -3.649986], [5.264008, -1.657819, 5.849775], [2.668286, -3.316119, 5.860966], [-0.380432, 0.713907, 4.824531], [1.652806, -3.486398, 4.426281], [1.997153, -0.050289, 4.480278], [0.856513, -2.232595, -0.741421], [4.712872, -1.134471, -0.229117], [-1.989868, -2.088078, 1.213983], [-3.890071, 0.930638, 0.793173], [-2.036817, 0.107929, 4.687394], [2.531475, -2.675484, -0.304317], [-1.703543, -2.583122, 2.905134], [0.815807, -1.966577, 3.152201], [-2.251092, -0.911624, -6.406998], [-5.334361, 1.821883, 0.833449], [-0.120861, 0.966925, -6.193951], [-1.831742, 6.724435, -3.771493], [4.833968, 0.568700, -0.730453], [5.471476, -0.563588, 4.480464], [-0.699912, -1.037582, 4.915621], [2.094588, -2.302367, -1.981649], [3.140494, 1.065240, 1.168034], [-3.298192, -3.784931, -3.499404], [4.588384, -0.692736, -1.943169], [-1.437370, 1.915604, -5.491763]], "atomic_forces_ev_per_a": [[0.3, 1.3, 0.2], [0.0, -0.1, 0.1], [0.1, -0.1, 0.0], [0.0, -0.1, 0.0], [0.0, 0.1, -0.1], [-0.3, -1.1, -0.1], [0.0, -0.1, 0.4], [0.1, 0.0, -0.1], [0.1, 0.3, -0.2], [0.0, 0.2, -0.1], [0.0, -0.1, 0.2], [-0.4, 0.6, -0.1], [-0.2, -0.4, -0.1], [-0.1, -0.1, -0.1], [0.1, 0.1, 0.0], [0.1, 0.1, -0.1], [0.0, 0.1, 0.0], [0.2, -0.4, 0.2], [0.0, 0.1, 0.0], [0.1, 0.0, 0.1], [-0.1, 0.0, -0.1], [-0.2, -0.1, 0.1], [0.0, 0.0, 0.1], [-0.1, 0.0, -0.1], [0.0, 0.0, 0.0], [0.1, -0.2, 0.1], [0.0, 0.2, 0.1], [0.0, 0.0, 0.0], [0.0, 0.1, 0.0], [0.0, 0.0, 0.0], [-0.1, 0.2, -0.1], [0.1, 0.1, 0.0], [0.1, 0.2, 0.0], [-0.1, 0.0, 0.0], [0.1, 0.1, -0.1], [0.0, 0.1, -0.1], [0.0, 0.0, -0.1], [0.0, 0.0, 0.0], [0.0, 0.1, 0.0], [0.0, 0.0, 0.0], [0.0, 0.0, 0.0], [0.0, 0.0, 0.0], [0.0, 0.0, 0.0], [0.1, -0.1, 0.0], [0.0, 0.0, 0.0], [-0.1, 0.0, 0.1], [0.0, -0.1, 0.0], [0.0, 0.0, 0.0], [0.0, 0.0, 0.0], [0.0, 0.0, 0.0], [0.0, 0.0, 0.0], [-0.1, 0.0, 0.0], [-0.1, -0.1, 0.0], [0.0, 0.0, 0.1], [0.0, 0.1, -0.2], [0.0, 0.1, 0.0], [0.0, 0.0, 0.0], [0.0, 0.0, 0.0], [0.1, -0.2, 0.0], [0.0, 0.0, 0.0], [0.0, 0.0, 0.0], [0.0, 0.0, 0.0], [0.1, 0.1, 0.0], [0.0, 0.0, -0.1], [-0.1, 0.0, 0.0], [0.0, 0.0, 0.0], [0.0, 0.0, 0.0], [0.0, 0.0, 0.0], [0.0, 0.0, 0.0], [0.0, 0.0, 0.0], [0.0, -0.1, 0.0], [0.0, 0.1, 0.1], [-0.1, -0.3, 0.2], [0.0, 0.0, 0.0], [0.0, 0.0, 0.0]], "homo_lumo_gap_ev": 8.7, "e_lumo_ev": 0.035}

---

Entry 2:
{"formula": "C24H38Cl2CsI2NO8P", "method": "ωB97M-V with the def2-TZVPD basis set", "elements": ["Cs", "I", "I", "Cl", "Cl", "P", "O", "O", "O", "O", "O", "O", "O", "O", "N", "C", "C", "C", "C", "C", "C", "C", "C", "C", "C", "C", "C", "C", "C", "C", "C", "C", "C", "C", "C", "C", "C", "C", "C", "H", "H", "H", "H", "H", "H", "H", "H", "H", "H", "H", "H", "H", "H", "H", "H", "H", "H", "H", "H", "H", "H", "H", "H", "H", "H", "H", "H", "H", "H", "H", "H", "H", "H", "H", "H", "H", "H"], "xyz": [[-0.179774, 0.109539, -1.100000], [2.437645, -2.631560, -2.400968], [0.684908, -3.896508, -5.618507], [-4.163908, 5.181388, -2.131643], [-4.146185, 4.115875, -7.213607], [1.944373, -0.785109, 1.999640], [-2.915635, -0.016379, 0.614808], [2.077825, -0.018318, 3.402589], [2.473565, -0.047478, 0.793756], [0.503590, -1.254254, 1.963984], [-1.394915, 2.287498, 0.858006], [3.020543, -2.063013, 2.133658], [-1.526557, 3.643353, -2.025095], [-2.664817, -1.855611, -1.252848], [-0.496317, 2.092198, -4.077865], [2.601907, 0.885254, 5.344982], [-1.475801, 3.026836, -4.296183], [3.894469, -4.136813, 2.635624], [-2.132480, 3.119422, -5.580395], [2.536757, -3.383241, 2.655219], [-0.625137, 1.369696, -6.406235], [-3.200484, 1.051069, 1.503903], [1.507547, -3.984021, 1.665593], [-3.242045, 4.023621, -5.744001], [4.426680, 0.304763, 3.709514], [-1.960197, 1.685457, 1.974068], [-3.906998, -1.054335, 0.692241], [2.496409, -3.128083, -4.564300], [3.058253, 0.896912, 3.920572], [2.969171, 2.309219, 3.311300], [-2.798836, -2.884173, -2.163654], [-2.053678, 3.710000, -3.125725], [-1.686499, 2.241419, -6.631645], [-0.146104, 1.276855, -5.044093], [-3.963059, -1.651870, -0.698646], [1.997380, -3.124034, 4.092743], [-3.843578, 4.639708, -4.654302], [-3.341392, 4.417809, -3.388682], [-0.462630, 3.370706, 0.971516], [-2.260173, 2.392213, 2.801280], [-4.591198, -0.989718, -1.377178], [0.539808, 3.111396, 1.368227], [2.092751, 2.855119, 3.635566], [1.788050, -4.024060, 4.625724], [1.159008, -2.481019, 4.043994], [-2.166059, 2.209215, -7.607006], [3.016807, 2.283419, 2.231772], [-0.398713, 3.746572, -0.040448], [-4.890169, -0.641553, 0.922900], [3.172212, -3.987561, -4.584406], [3.790197, 2.889358, 3.698059], [4.462079, -0.730106, 4.066398], [-3.724720, -2.746340, -2.777166], [-2.912744, -3.858640, -1.600960], [2.747808, -2.549390, 4.671414], [-1.898025, -2.929142, -2.769740], [1.280350, -4.965340, 2.062448], [-3.621894, -1.815807, 1.405716], [0.617677, -3.323280, 1.628713], [2.739994, -2.231874, -5.131344], [0.508902, 0.430212, -4.810981], [-3.864123, 0.776624, 2.327819], [-3.836472, 1.800916, 0.957420], [-4.457918, -2.627085, -0.648933], [-0.985774, 4.159265, 1.572549], [3.717426, -5.075705, 3.214014], [4.635082, 0.287602, 2.686723], [5.130288, 0.949331, 4.184344], [4.684041, -3.574679, 3.138557], [-1.334855, 0.868571, 2.387191], [3.033017, 1.708167, 5.932828], [-4.742617, 5.155099, -4.804307], [2.832738, -0.022639, 5.857872], [2.021714, -4.108444, 0.730100], [-0.277777, 0.685211, -7.178843], [1.500603, 0.984852, 5.377347], [4.188684, -4.454588, 1.677037]], "atomic_forces_ev_per_a": [[0.0, 0.3, 0.4], [-0.2, -0.2, -1.3], [0.8, 0.5, 0.9], [-0.5, 0.5, 1.5], [0.0, -0.1, -0.9], [-0.2, -0.9, -1.7], [-0.9, -0.5, 0.8], [-0.3, 0.2, -0.8], [-0.3, 0.2, 0.9], [1.0, 0.4, 0.1], [1.0, 0.2, -0.6], [-1.8, 0.0, 0.3], [0.4, 0.0, 1.2], [-0.8, 0.8, 0.8], [-0.6, -0.2, 0.0], [-0.4, 1.5, 1.2], [-0.8, -0.7, -1.2], [-1.7, -1.0, 2.4], [-0.4, 0.3, -0.4], [1.3, 1.7, -0.3], [-1.2, 0.6, 1.3], [-2.0, 0.7, -1.0], [0.4, 0.6, 1.6], [0.6, -0.7, 0.8], [-0.6, -0.3, 1.1], [0.4, 0.1, 1.3], [1.1, 0.7, -1.3], [-0.9, -0.6, 0.6], [-0.7, -0.4, -0.5], [-0.1, -0.6, 0.3], [-0.4, -1.6, -0.3], [-1.3, 0.7, -0.9], [1.2, -0.3, 0.4], [0.0, 0.3, -1.3], [-0.7, 0.6, -0.3], [1.8, 0.2, -0.8], [1.9, -1.8, -0.1], [2.0, -0.7, -1.0], [-1.2, 0.2, 0.6], [0.6, -0.2, -0.7], [0.8, -0.6, 0.5], [-0.6, -0.1, 0.0], [-0.5, -0.2, 0.0], [-0.3, -0.8, 0.3], [-1.1, 0.4, -0.1], [0.0, 0.4, 0.2], [0.0, -0.1, -0.3], [0.2, 0.1, -0.2], [-0.1, 0.0, 0.2], [0.0, 0.7, -0.4], [0.6, 0.2, 0.0], [0.1, 0.3, 0.2], [0.8, -0.1, 0.0], [0.1, 0.6, -0.7], [-0.1, -0.4, -0.3], [-0.1, -0.1, -0.2], [-0.4, -0.4, -0.1], [0.2, -0.1, 0.5], [0.6, -0.6, -0.2], [0.3, -0.3, 0.3], [0.2, 0.4, 0.1], [0.4, -0.6, 0.3], [0.7, -0.3, 0.2], [-0.2, 0.0, 0.1], [0.8, -0.4, -0.2], [0.4, 0.4, -0.2], [0.4, -0.1, -1.8], [0.8, 0.2, 0.6], [-0.2, 0.1, -0.2], [0.2, 0.5, 0.0], [0.0, -0.1, -0.1], [-1.1, 0.8, -0.1], [0.3, -0.8, 0.2], [-0.1, 0.1, -0.7], [-0.1, 0.1, 0.2], [0.5, 0.1, -0.1], [0.4, 0.0, -1.4]], "total_charge": -1, "homo_lumo_gap_ev": 4.7, "e_lumo_ev": 1.002}

---

Entry 3:
{"formula": "C24H38FN6O5PtS2", "method": "ωB97M-V with the def2-TZVPD basis set", "elements": ["Pt", "S", "S", "F", "O", "O", "O", "O", "O", "N", "N", "N", "N", "N", "N", "C", "C", "C", "C", "C", "C", "C", "C", "C", "C", "C", "C", "C", "C", "C", "C", "C", "C", "C", "C", "C", "C", "C", "C", "H", "H", "H", "H", "H", "H", "H", "H", "H", "H", "H", "H", "H", "H", "H", "H", "H", "H", "H", "H", "H", "H", "H", "H", "H", "H", "H", "H", "H", "H", "H", "H", "H", "H", "H", "H", "H", "H"], "xyz": [[-0.094683, -0.269618, 0.287550], [1.626501, -2.886502, 1.715130], [1.131722, 0.953784, 2.003235], [2.545546, -5.244885, -3.770055], [1.407216, -1.460481, 1.146437], [0.310646, -1.536621, -1.448831], [-1.136034, 0.712426, -1.114196], [-2.897364, 0.902051, -2.453261], [-1.355183, -1.150358, 1.475098], [0.789752, 2.923496, 3.691687], [1.017966, -5.856951, -6.123311], [0.640890, -8.223391, -7.324165], [-1.772727, -2.055772, -4.967106], [-0.714266, 2.953108, 1.982695], [-1.208826, 2.484987, 0.773586], [-1.926102, -0.514436, 2.608153], [1.466433, -4.507820, -4.095728], [0.130029, -7.020074, -8.081897], [-2.080722, -1.080791, -4.117268], [-0.339178, -1.633926, -2.552497], [1.830690, -5.025132, 0.100932], [1.145066, -3.482618, -3.261366], [-3.449404, -0.556080, 2.481944], [-1.892598, 0.328892, -2.127880], [-0.353264, -3.956981, -5.517098], [2.587088, -3.742518, 0.427484], [-0.706693, -2.894255, -4.676474], [0.815934, -5.754935, -7.564003], [-3.727328, -3.268323, -5.899180], [-1.418131, -0.832587, -2.940216], [0.121170, -3.871048, 1.394290], [-1.455242, -1.224580, 3.877165], [0.727368, -4.791441, -5.269757], [0.032970, -2.665264, -3.505880], [2.032935, -7.985177, -6.826116], [0.353485, -4.647700, 0.102760], [0.327720, 2.388141, 2.571041], [-2.628191, -2.247112, -6.157069], [2.017345, -6.876500, -5.772648], [-1.078018, 3.821158, 2.358825], [0.032514, -8.409020, -6.525973], [-2.909495, -0.434079, -4.379252], [-3.790024, 0.046520, 1.639292], [2.025027, -5.780192, 0.864462], [-0.371865, -1.142381, 3.989262], [-3.064902, -1.282472, -6.402657], [-1.941516, -0.781502, 4.745284], [-0.781068, 2.957517, -0.015424], [0.348261, -7.149488, -9.140185], [-3.901200, -0.179433, 3.398461], [3.600325, -3.907795, 0.788306], [0.205502, -4.896900, -7.820990], [3.032114, -6.478486, -5.713086], [2.643799, -7.723244, -7.686825], [-2.003231, -2.538269, -6.997583], [0.610777, -9.049419, -7.923380], [-0.707240, -3.169497, 1.369487], [-1.619151, 0.533151, 2.673330], [0.395315, 3.755819, 4.104437], [2.609729, -3.037779, -0.405260], [-4.386650, -2.927827, -5.100860], [-3.314266, -4.237344, -5.613972], [1.780846, -3.274349, -2.413121], [-0.961170, -4.147280, -6.387669], [-0.284221, -5.530818, 0.067983], [1.594676, 2.518221, 4.143726], [1.763641, -7.295711, -4.800043], [-4.325844, -3.399526, -6.799779], [0.013989, -4.539305, 2.250240], [2.152003, -5.424604, -0.861224], [0.114665, -4.021228, -0.757972], [2.434234, -8.898937, -6.394720], [-2.211745, 2.609647, 0.724467], [-3.773808, -1.584838, 2.321961], [-1.735111, -2.278409, 3.828631], [1.780952, -5.611775, -8.060329], [-0.948083, -6.967228, -7.951636]], "atomic_forces_ev_per_a": [[1.8, -2.2, -1.2], [-0.4, -0.3, 0.0], [-1.1, 0.2, -0.6], [0.0, 0.0, -0.1], [-0.2, 0.7, -0.2], [-0.4, 0.2, 0.7], [0.2, 1.1, 1.4], [0.1, 0.4, 0.3], [0.3, 0.2, -0.7], [0.3, -0.1, 0.0], [0.0, -0.1, 0.0], [0.1, 0.1, 0.0], [0.0, 0.1, 0.1], [0.0, 0.3, 0.0], [0.0, 0.0, 0.0], [-0.5, 0.4, 1.0], [0.1, 0.1, 0.2], [-0.1, 0.4, -0.2], [-0.1, 0.0, -0.2], [-0.1, -0.2, -0.6], [-0.1, 0.1, 0.0], [0.0, -0.1, 0.0], [0.3, -0.1, -0.4], [-0.3, -0.9, -0.4], [-0.1, 0.0, -0.2], [0.1, 0.0, 0.0], [0.2, 0.0, 0.1], [0.2, -0.1, 0.2], [0.1, 0.0, 0.0], [0.2, 0.2, 0.7], [0.1, -0.1, -0.1], [0.1, 0.0, -0.4], [-0.1, -0.1, 0.0], [0.2, 0.1, 0.3], [0.2, 0.1, 0.2], [0.0, -0.1, 0.0], [-0.3, 0.0, 0.0], [-0.2, -0.2, -0.1], [-0.1, 0.1, 0.0], [0.1, 0.0, 0.1], [0.0, 0.0, 0.0], [0.0, 0.0, 0.0], [0.0, 0.0, 0.0], [0.0, 0.0, -0.1], [0.0, 0.0, 0.1], [0.1, 0.1, 0.0], [0.1, 0.0, 0.0], [0.0, 0.1, 0.0], [0.0, -0.2, 0.0], [0.0, 0.0, 0.0], [0.0, 0.1, 0.1], [0.0, 0.0, 0.0], [0.0, 0.0, 0.0], [-0.1, 0.0, -0.1], [0.1, 0.1, 0.0], [0.0, 0.0, 0.0], [0.0, 0.0, 0.1], [0.0, -0.1, -0.2], [0.0, 0.1, -0.1], [0.0, 0.0, 0.1], [0.0, 0.0, 0.0], [0.0, 0.0, 0.0], [0.0, -0.1, 0.0], [0.0, 0.0, 0.0], [0.0, 0.0, 0.0], [0.0, 0.0, 0.1], [0.0, 0.0, 0.0], [0.0, 0.0, 0.0], [0.0, 0.1, 0.1], [0.1, 0.0, 0.0], [0.0, 0.0, 0.0], [-0.1, -0.1, 0.0], [0.0, -0.1, 0.1], [-0.1, 0.0, 0.1], [0.0, 0.0, 0.1], [0.0, 0.0, -0.1], [0.0, -0.1, 0.1]], "total_charge": 3, "homo_lumo_gap_ev": 6.2, "e_lumo_ev": -9.708}